{
  "formula": "C3H3FFeO2",
  "method": "ωB97M-V/def2-TZVPD",
  "spin_multiplicity": 6,
  "homo_ev": [-12.59, -16.17],
  "orbital_gap_ev": [7.93, 10.11],
  "e_lumo_ha": [-0.1711, -0.2229],
  "total_charge": 1,
  "total_energy_ha": -1629.74744,
  "symbols": ["H", "F", "O", "O", "C", "C", "C", "H", "H", "Fe"],
  "xyz": [[-0.69671, -1.80159, 0.04927], [-1.79486, 0.12108, 1.12025], [-0.07792, 1.23817, 0.14668], [0.68373, -0.40430, -0.99537], [-0.40167, 0.11538, 0.96912], [0.09128, -1.05003, 0.15870], [0.35372, 0.85200, -1.04233], [0.02571, 0.25249, 1.96577], [0.96268, -1.70519, 0.45676], [0.85405, 2.38199, -2.82884]],
  "forces_ev_per_angstrom": [[-0.245, 0.558, -1.172], [1.699, -0.261, -0.438], [-0.438, 0.344, -1.004], [-1.694, 0.206, -1.779], [-1.063, 0.112, 1.245], [1.864, -1.811, 1.013], [1.020, 0.041, 1.090], [-0.053, 0.070, -0.268], [-0.927, 1.174, 0.819], [-0.162, -0.433, 0.496]]
}